(1)
A single C5H11O2P molecule, computed with ωB97M-V/def2-TZVPD.

Last column: Mulliken charge in e.
Atoms and positions in Å:
C1 -0.15826 0.25229 -2.71737  -1.31
C2 0.43466 0.29582 -1.30858  -0.31
P1 -0.00772 -1.24391 -0.36692  0.13
C3 1.33837 -1.32800 0.89438  -1.08
C4 -1.42732 -0.66518 0.72252  0.53
O1 -2.55095 -0.88764 0.38755  -0.50
O2 -1.16749 -0.15597 1.97002  -0.34
C5 -0.59106 1.15012 2.05156  -0.62
H1 0.08465 1.15801 -3.27454  0.37
H2 0.21166 -0.61352 -3.26620  0.36
H3 -1.24459 0.16179 -2.67106  0.33
H4 0.09439 1.19590 -0.80057  0.16
H5 1.52558 0.34151 -1.34171  0.45
H6 1.91562 -0.40851 0.99279  0.30
H7 0.89945 -1.58070 1.85911  0.37
H8 1.99961 -2.14512 0.60725  0.37
H9 -1.20234 1.73365 2.73642  0.28
H10 -0.58181 1.65287 1.08783  0.26
H11 0.42754 1.08661 2.43751  0.25

- total charge = 0
- E_LUMO (eV) = 0.761
- HOMO-LUMO gap (eV) = 9.77
- structure (SMILES) = CCP(C)C(=O)OC

=====

(2)
A 2-piece molecular cluster, C5H11O2S overall, computed with ωB97M-V/def2-TZVPD.

Last column: Mulliken charge in e.
Atoms and positions in Å:
C1 1.37515 -0.08969 1.35641  -0.53
C2 3.57883 -1.11066 -0.11385  -0.69
S1 3.19290 -0.39744 1.52349  -0.17
H1 0.89330 -0.66673 2.13494  0.33
H2 1.19807 0.97013 1.47063  0.30
H3 1.10766 -0.43297 0.36656  0.00
H4 4.30007 -0.47257 -0.60427  0.23
H5 2.65768 -1.21564 -0.67731  0.24
H6 4.05375 -2.07334 0.03311  0.25
C3 -1.83023 0.43035 -0.11849  0.02
C4 -3.31029 0.10398 -0.32358  -1.17
C5 -1.21786 1.26443 -1.28203  0.43
O1 -0.00606 0.99759 -1.50586  -0.69
O2 -1.95861 2.07042 -1.87247  -0.75
H7 -1.71284 1.03440 0.78755  0.16
H8 -1.21293 -0.45666 -0.03699  0.11
H9 -3.56614 -0.04350 -1.37568  0.29
H10 -3.94749 0.90485 0.03570  0.26
H11 -3.59498 -0.81695 0.20213  0.37

- total charge = -1
- E_LUMO (eV) = 3.056
- HOMO-LUMO gap (eV) = 7.12

=====

(3)
A 2-piece molecular cluster, C5H11O2S overall, computed with ωB97M-V/def2-TZVPD.

Last column: Mulliken charge in e.
Atoms and positions in Å:
O1 -1.72059 -2.46292 0.40771  -0.75
C1 -2.09964 -1.92182 -0.64997  0.68
O2 -1.63348 -0.89133 -1.20008  -0.81
C2 -3.25437 -2.58900 -1.42202  -0.94
H1 -3.92827 -1.79563 -1.75302  0.25
H2 -2.84092 -3.06316 -2.31473  0.21
H3 -3.80507 -3.31783 -0.82834  0.29
C3 3.21562 2.94775 0.47445  -1.16
C4 2.36512 1.88786 1.14065  -0.31
S1 1.16345 1.21515 -0.04949  -0.15
C5 0.26764 0.08970 1.05282  -0.21
H4 3.98303 3.35852 1.13229  0.35
H5 2.57618 3.73392 0.07502  0.30
H6 3.72623 2.48110 -0.37538  0.30
H7 1.77666 2.33121 1.95207  0.26
H8 2.90432 1.02894 1.54267  0.29
H9 0.94242 -0.68039 1.42252  0.27
H10 -0.10564 0.69245 1.88256  0.27
H11 -0.53914 -0.33903 0.43966  -0.14

- total charge = -1
- E_LUMO (eV) = 3.377
- HOMO-LUMO gap (eV) = 7.58

=====

(4)
A 2-piece molecular cluster, C5H11O3 overall, computed with ωB97M-V/def2-TZVPD.

Last column: Mulliken charge in e.
Atoms and positions in Å:
C1 2.25930 -0.00541 -1.37036  -0.45
O1 1.27887 1.01394 -1.25135  -0.60
C2 1.65416 -1.39911 -1.39443  -0.55
C3 0.61758 -1.71167 -0.32348  -0.61
C4 -0.71533 -0.99897 -0.36191  -0.86
C5 -1.04591 -0.06675 0.59831  0.23
O2 -2.17880 0.44297 0.88877  -0.85
H1 2.72922 0.08016 -2.34502  0.27
H2 2.90735 0.10917 -0.49845  0.30
H3 2.47296 -2.10449 -1.24985  0.32
H4 1.20542 -1.47623 -2.37777  0.30
H5 0.37284 -2.75662 -0.52990  0.26
H6 0.97543 -1.75367 0.69863  0.36
H7 -1.42214 -1.18495 -1.17702  0.22
H8 0.43205 0.57755 -1.05221  0.43
H9 -0.20234 0.20342 1.25553  0.22
H10 -1.83761 1.60016 1.98937  0.49
H11 -2.42313 1.83685 3.36150  0.27
O3 -1.74232 2.21512 2.78742  -0.73

- total charge = -1
- E_LUMO (eV) = 3.838
- HOMO-LUMO gap (eV) = 6.85

=====

(5)
A 2-piece molecular cluster, C5H11O3 overall, computed with ωB97M-V/def2-TZVPD.

Last column: Mulliken charge in e.
Atoms and positions in Å:
C1 2.14048 -0.04174 -0.02508  0.32
C2 2.16538 0.87939 1.23596  -1.21
C3 1.25715 -1.30052 0.27132  -1.50
O1 1.48947 0.86081 -0.94983  -0.59
H1 3.12916 -0.17236 -0.49457  0.31
H2 2.13652 0.41197 2.22936  0.31
H3 0.54080 -1.20664 1.05851  0.34
H4 0.65109 -1.55500 -0.49349  0.51
H5 1.73798 -2.17601 0.50217  0.48
H6 0.56142 0.83258 -0.68668  0.38
H7 1.19937 1.43908 1.20568  0.30
H8 2.90969 1.58540 1.28949  0.37
C4 -3.51016 -0.17308 -0.83790  -1.03
C5 -1.96581 0.32043 -0.62491  0.64
O2 -0.98117 -0.34463 -0.90078  -0.75
O3 -1.96757 1.49928 -0.27527  -0.72
H9 -3.53655 -1.23808 -1.09268  0.28
H10 -4.00280 0.30714 -1.57869  0.32
H11 -3.95442 0.07198 0.16741  0.24

- total charge = -1
- E_LUMO (eV) = 4.018
- HOMO-LUMO gap (eV) = 8.22

=====

(6)
A 3-piece molecular cluster, C5H11OS overall, computed with ωB97M-V/def2-TZVPD.

Last column: Mulliken charge in e.
Atoms and positions in Å:
C1 -1.89761 2.08704 0.23274  -0.57
C2 0.84851 -0.47790 -1.68371  -0.13
C3 -1.13344 1.48459 1.16702  -0.47
C4 0.31459 -4.31462 0.05744  -0.17
C5 2.41884 0.79037 -0.36493  -0.34
O1 1.91730 -0.32752 -0.99480  -0.12
S1 -0.06652 -2.77017 0.12085  -0.16
H1 -2.91338 1.81199 0.08661  0.28
H2 -1.47283 2.99684 -0.11577  0.28
H3 0.54962 -1.38471 -2.20008  0.43
H4 -0.01654 0.15561 -1.56829  0.32
H5 -0.12488 1.85471 1.31014  0.26
H6 -1.48320 0.67874 1.93854  0.22
H7 -0.20498 -5.13088 0.66557  0.25
H8 1.09744 -4.62138 -0.72199  0.22
H9 2.55707 1.53865 -1.15857  0.33
H10 1.71857 1.25585 0.36719  0.12
H11 3.35837 0.46152 0.21025  0.24

- total charge = +1
- E_LUMO (spin up / spin down) (eV) = -6.181 / -6.180
- HOMO-LUMO gap (spin up / spin down) (eV) = 6.60 / 6.60